Molecular formula: C13H26BeF3N2O4PS
Method: DFT, ωB97M-V with the def2-TZVPD basis set

Results
* E_LUMO: -0.4436 hartree
* gap between HOMO and LUMO: 0.079 hartree
* DFT total energy: -53722.7630 eV
* HOMO level: -14.23 eV

The geometry in ORCA input format:
```
! RIJCOSX wB97M-V def2-TZVPD def2/J DEFGRID3
* xyz 2 1
C 3.95 0.08 1.98
C 2.60 -0.78 1.82
P 1.71 -0.56 0.18
C 2.65 -1.26 -1.28
C 2.12 -2.79 -1.47
C 1.11 1.22 -0.08
C 1.61 1.79 -1.49
N 3.12 1.92 -1.57
O 1.66 2.01 1.02
S 0.63 2.12 2.37
O 1.11 1.51 3.65
O 0.38 3.55 2.74
O -0.67 1.37 1.58
C -0.48 1.46 0.13
C -1.49 0.44 -0.58
C -1.79 -0.88 0.27
C -2.55 -1.91 -0.71
C -4.10 -1.60 -0.93
C -4.92 -1.24 0.40
N -4.92 0.24 0.56
C -1.08 2.88 -0.30
F -1.38 2.95 -1.68
F -2.23 3.10 0.49
F -0.20 3.96 -0.08
H 4.18 0.68 1.04
H 4.84 -0.54 2.34
H 3.76 0.85 2.81
H 1.85 -0.65 2.67
H 2.91 -1.91 1.86
H 2.45 -0.75 -2.27
H 3.76 -1.36 -1.02
H 1.00 -2.72 -1.66
H 2.64 -3.33 -2.33
H 2.25 -3.37 -0.49
H 1.22 1.08 -2.30
H 1.20 2.81 -1.76
H 3.31 2.90 -1.82
H 3.38 1.30 -2.35
H -1.07 0.18 -1.62
H -2.51 0.92 -0.79
H -2.40 -0.57 1.17
H -0.86 -1.42 0.66
H -2.33 -3.00 -0.42
H -2.04 -1.78 -1.74
H -4.28 -0.82 -1.75
H -4.56 -2.57 -1.35
H -4.32 -1.68 1.28
H -5.98 -1.63 0.42
H -4.71 0.74 -0.31
H -4.24 0.55 1.26
Be 3.71 -3.50 1.46
*
```

Results of the natural (NBO) charge analysis, in e, for atoms 1 through 2: atom 1 (C): -0.670, atom 2 (C): -0.726